(1)
A structure of composition C25H28AsCl2FeN5O2S, computed with ωB97M-V with the def2-TZVPD basis set.

Atoms and positions in Å:
Fe1 -0.090 0.106 0.302
Cl1 4.443 -5.141 0.779
C1 3.796 -3.551 0.463
C2 2.435 -3.422 0.236
C3 1.884 -2.172 -0.013
N1 0.523 -1.921 -0.140
C4 -0.317 -2.816 -0.635
O1 -0.119 -3.900 -1.196
C5 -1.760 -2.424 -0.327
C6 -2.775 -3.360 -0.464
C7 -4.047 -3.026 -0.035
C8 -4.253 -1.780 0.542
C9 -3.185 -0.903 0.620
N2 -1.974 -1.204 0.163
C10 2.710 -1.038 -0.049
C11 4.075 -1.183 0.169
C12 4.613 -2.434 0.431
Cl2 6.332 -2.560 0.703
N3 2.043 0.173 -0.239
C13 2.662 1.207 -0.775
O2 3.785 1.310 -1.292
C14 1.826 2.470 -0.674
C15 2.424 3.697 -0.938
C16 1.678 4.849 -0.787
C17 0.361 4.737 -0.365
C18 -0.157 3.474 -0.136
N4 0.551 2.355 -0.302
H1 1.802 -4.297 0.243
H2 -2.517 -4.324 -0.880
H3 -4.863 -3.734 -0.122
H4 -5.220 -1.480 0.920
H5 -3.298 0.079 1.061
H6 4.721 -0.320 0.125
H7 3.458 3.691 -1.249
H8 2.116 5.820 -0.983
H9 -0.265 5.606 -0.215
H10 -1.176 3.345 0.189
C19 -2.964 1.638 -4.425
As1 -1.826 1.204 -2.935
C20 -0.149 2.046 -3.365
C21 -1.443 -0.667 -3.162
S1 -2.718 1.764 -1.135
H11 -2.486 1.374 -5.368
H12 -3.170 2.706 -4.389
H13 -3.897 1.090 -4.307
H14 0.065 1.867 -4.418
H15 0.636 1.615 -2.746
H16 -0.218 3.114 -3.162
H17 -1.079 -0.822 -4.177
H18 -2.348 -1.246 -2.984
H19 -0.676 -0.970 -2.448
C22 1.397 -0.425 3.726
C23 -0.042 0.037 3.440
C24 -0.338 1.304 4.255
C25 -1.018 -1.071 3.859
N5 -0.184 0.290 2.048
H20 1.544 -0.647 4.789
H21 2.101 0.354 3.428
H22 1.622 -1.319 3.142
H23 -0.273 1.116 5.331
H24 -1.341 1.666 4.021
H25 0.376 2.087 3.992
H26 -0.915 -1.312 4.921
H27 -0.825 -1.970 3.271
H28 -2.046 -0.753 3.670

**LUMO (alpha / beta)**: 0.083 / 0.083 Ha
**Expectation value of S²**: 8.7837
**Molecular weight**: 664.3 g mol⁻¹
**Spin multiplicity**: 6
**Net charge**: -1
**E_tot**: -6211.8843 Ha



(2)
A structure of composition C25H28BF4IrN5O3, computed with ωB97M-V with the def2-TZVPD basis set.

Atoms and positions in Å:
Ir1 0.183 -0.458 -0.196
C1 4.958 2.769 2.733
O1 5.831 1.682 3.050
C2 5.329 0.614 3.699
C3 5.943 0.245 4.896
C4 5.502 -0.851 5.609
C5 4.445 -1.623 5.138
C6 3.857 -1.302 3.929
C7 4.284 -0.185 3.210
N1 3.757 0.049 1.901
C8 2.460 0.070 1.581
N2 1.608 0.176 2.661
C9 0.269 0.317 2.689
C10 -0.543 0.174 1.538
C11 -1.883 0.440 1.692
C12 -2.425 0.797 2.945
C13 -1.655 0.901 4.086
C14 -0.294 0.663 3.980
O2 0.597 0.730 4.952
C15 0.168 1.126 6.276
N3 2.019 0.063 0.341
C16 2.993 0.054 -0.732
C17 3.300 -1.186 -1.303
C18 4.257 -1.297 -2.285
C19 4.923 -0.150 -2.693
C20 4.621 1.079 -2.138
C21 3.637 1.214 -1.159
O3 3.489 2.476 -0.669
C22 2.248 2.973 -0.191
H1 5.554 3.673 2.826
H2 4.131 2.814 3.449
H3 4.578 2.699 1.719
H4 6.763 0.854 5.249
H5 5.988 -1.111 6.539
H6 4.111 -2.490 5.689
H7 3.097 -1.951 3.508
H8 4.411 0.073 1.124
H9 2.087 0.257 3.558
H10 -2.554 0.378 0.843
H11 -3.488 0.986 3.014
H12 -2.107 1.167 5.029
H13 -0.285 2.116 6.229
H14 1.072 1.151 6.873
H15 -0.531 0.390 6.669
H16 2.762 -2.062 -0.959
H17 4.485 -2.254 -2.729
H18 5.683 -0.215 -3.460
H19 5.124 1.981 -2.457
H20 2.332 4.056 -0.243
H21 2.071 2.686 0.850
H22 1.427 2.654 -0.827
C23 -0.039 -5.630 0.398
N4 1.013 -4.641 0.686
C24 2.355 -5.128 1.031
C25 0.761 -3.383 0.619
N5 0.553 -2.241 0.599
H23 -0.157 -6.281 1.262
H24 0.250 -6.212 -0.475
H25 -0.976 -5.116 0.198
H26 2.280 -5.791 1.892
H27 2.998 -4.286 1.276
H28 2.770 -5.669 0.182
F1 1.223 1.149 -3.139
B1 0.106 0.509 -2.808
F2 0.429 -0.869 -2.330
F3 -0.940 0.489 -3.615
F4 -0.354 1.084 -1.420

**LUMO (alpha / beta)**: -0.255 / -0.333 Ha
**Expectation value of S²**: 0.7667
**Molecular weight**: 725.6 g mol⁻¹
**Spin multiplicity**: 2
**Net charge**: +2
**E_tot**: -1997.1881 Ha



(3)
A structure of composition C25H28BN7O2W, computed with ωB97M-V with the def2-TZVPD basis set.

Atoms and positions in Å:
H1 0.187 -1.252 2.864
N1 1.302 -1.126 1.061
B1 3.029 -1.437 -0.879
N2 2.502 -1.699 0.596
C1 3.030 -2.413 1.597
W1 0.385 0.001 -0.302
H2 3.985 -2.915 1.470
C2 2.171 -2.348 2.707
H3 2.302 -2.868 3.635
C3 1.089 -1.542 2.348
H4 4.052 -2.015 -1.078
C4 -1.098 1.448 -0.926
H5 -2.065 1.816 -0.543
H6 -1.481 0.762 -1.746
H7 -0.598 2.305 -1.399
N3 3.193 0.122 -1.039
N4 1.865 -1.923 -1.809
N5 2.100 0.988 -0.782
N6 0.561 -1.405 -1.682
C5 4.253 0.888 -1.320
C6 1.865 -2.843 -2.778
H8 5.187 0.418 -1.574
H9 2.771 -3.354 -3.101
C7 3.894 2.238 -1.244
C8 0.554 -2.991 -3.267
C9 2.526 2.267 -0.913
C10 -0.244 -2.090 -2.569
H10 4.548 3.077 -1.424
H11 0.232 -3.695 -4.007
H12 1.853 3.097 -0.763
H13 -1.300 -1.900 -2.631
H14 -0.718 1.462 0.184
C11 -6.678 -2.604 1.576
C12 -6.089 -1.748 0.489
C13 -5.792 -2.309 -0.756
C14 -5.202 -1.542 -1.769
C15 -4.856 -0.220 -1.518
C16 -5.048 0.303 -0.225
N7 -4.476 1.534 0.079
C17 -3.743 1.937 1.200
C18 -3.602 3.316 1.448
C19 -2.761 3.771 2.448
C20 -2.067 2.855 3.250
C21 -2.279 1.479 3.070
C22 -3.040 1.025 1.992
C23 -3.049 -0.472 1.647
O1 -3.629 -1.199 2.481
O2 -2.415 -0.801 0.612
C24 -5.815 -0.393 0.725
C25 -6.321 0.270 1.960
H15 -6.017 -2.650 2.457
H16 -7.652 -2.223 1.917
H17 -6.842 -3.637 1.235
H18 -6.027 -3.365 -0.921
H19 -5.020 -1.978 -2.754
H20 -4.353 0.385 -2.276
H21 -4.408 2.171 -0.722
H22 -4.163 4.030 0.838
H23 -2.643 4.831 2.640
H24 -1.369 3.184 4.021
H25 -1.841 0.734 3.736
H26 -5.712 0.010 2.842
H27 -6.343 1.367 1.881
H28 -7.347 -0.078 2.159

**LUMO (alpha / beta)**: -0.346 / -0.332 Ha
**Expectation value of S²**: 2.0522
**Molecular weight**: 653.2 g mol⁻¹
**Spin multiplicity**: 3
**Net charge**: +2
**E_tot**: -1594.4725 Ha



(4)
A structure of composition C25H28BrN3O2Sn, computed with ωB97M-V with the def2-TZVPD basis set.

Atoms and positions in Å:
Sn1 0.348 0.239 -0.206
N1 0.461 -0.431 2.010
C1 -0.623 -1.268 2.507
C2 -1.126 -0.979 3.765
C3 -2.193 -1.697 4.275
C4 -2.764 -2.698 3.506
C5 -2.263 -2.969 2.243
C6 -1.168 -2.279 1.715
C7 -0.711 -2.637 0.340
C8 -0.865 -3.963 -0.095
C9 -0.659 -4.319 -1.417
C10 -0.284 -3.359 -2.349
C11 -0.058 -2.056 -1.928
C12 -0.233 -1.708 -0.589
H1 0.529 0.398 2.594
H2 1.379 -0.876 2.050
H3 -0.684 -0.179 4.350
H4 -2.576 -1.471 5.261
H5 -3.602 -3.267 3.887
H6 -2.737 -3.733 1.643
H7 -1.168 -4.720 0.617
H8 -0.807 -5.347 -1.722
H9 -0.142 -3.626 -3.388
H10 0.262 -1.312 -2.651
C13 3.996 0.759 -3.320
C14 4.851 0.465 -2.094
N2 4.573 -0.849 -1.481
C15 5.636 -1.864 -1.640
C16 5.564 -2.589 -2.974
C17 3.421 -1.092 -0.870
C18 3.052 -2.484 -0.458
N3 2.553 -0.124 -0.591
H11 4.307 1.707 -3.759
H12 2.935 0.832 -3.086
H13 4.123 -0.020 -4.071
H14 4.758 1.248 -1.337
H15 5.899 0.453 -2.381
H16 5.598 -2.557 -0.806
H17 6.581 -1.332 -1.546
H18 4.592 -3.066 -3.111
H19 6.332 -3.360 -3.016
H20 5.732 -1.907 -3.807
H21 3.783 -3.234 -0.731
H22 2.111 -2.740 -0.937
H23 2.902 -2.520 0.622
H24 2.927 0.792 -0.810
Br1 -5.144 -2.988 -0.841
C19 -5.030 -1.213 -1.245
C20 -6.121 -0.608 -1.948
C21 -6.044 0.713 -2.275
C22 -4.901 1.445 -1.907
C23 -3.806 0.835 -1.222
C24 -3.872 -0.483 -0.884
C25 -2.648 1.752 -0.864
O1 -2.919 2.926 -0.761
O2 -1.485 1.199 -0.710
H25 -6.986 -1.207 -2.201
H26 -6.856 1.200 -2.798
H27 -4.824 2.502 -2.129
H28 -3.063 -0.974 -0.365

**LUMO (alpha / beta)**: -0.345 / -0.376 Ha
**Molecular weight**: 601.1 g mol⁻¹
**Net charge**: +2
**E_tot**: -4071.8942 Ha